[1]
The following is a DFT calculation (ωB97M-V/def2-TZVPD) of C26H31AsBCaF2N2O4 as an isolated structure.

Geometry as XYZ:
```
68
Properties=species:S:1:pos:R:3:forces:R:3:lowdin_charge:R:1
Ca 0.860 -1.310 1.136 -0.3 1.0 0.4 1.29
C 3.210 2.201 4.918 -0.1 -0.1 0.1 -0.02
N 2.050 1.386 4.566 0.1 0.1 0.0 -0.13
C 0.964 1.306 5.538 0.1 0.0 0.0 0.00
C 1.915 0.800 3.378 -0.1 -0.2 0.0 -0.40
O 0.924 0.120 3.077 0.1 0.1 -0.1 -0.06
C 3.048 0.944 2.365 -0.1 0.0 -0.1 -0.10
O 2.518 0.549 1.116 0.2 -0.2 -0.1 -0.22
C 3.497 0.401 0.098 -0.1 0.0 0.1 -0.10
C 2.787 -0.215 -1.101 -0.2 -0.1 0.2 -0.41
O 1.637 -0.657 -0.961 0.2 0.1 -0.2 -0.09
N 3.449 -0.265 -2.252 0.1 0.1 0.0 -0.11
C 4.803 0.270 -2.391 -0.1 -0.1 -0.1 -0.01
C 2.806 -0.812 -3.441 0.1 0.0 0.0 0.00
H 3.038 3.259 4.711 0.0 0.0 0.0 0.10
H 4.100 1.868 4.394 0.0 0.0 0.0 0.09
H 3.403 2.083 5.982 0.0 0.0 0.0 0.10
H 0.393 2.235 5.549 0.0 0.0 0.0 0.10
H 1.391 1.140 6.526 0.0 0.0 0.0 0.10
H 0.309 0.483 5.279 0.0 0.0 0.0 0.09
H 3.877 0.291 2.660 0.0 0.0 0.0 0.15
H 3.419 1.969 2.308 0.0 0.1 0.0 0.14
H 4.283 -0.284 0.426 0.0 0.0 0.0 0.13
H 3.932 1.370 -0.153 0.0 0.1 0.0 0.14
H 5.395 0.072 -1.502 0.0 0.0 0.0 0.09
H 4.800 1.341 -2.602 0.0 0.0 0.0 0.10
H 5.283 -0.238 -3.224 0.0 0.0 0.0 0.10
H 1.909 -1.349 -3.155 0.0 0.0 0.0 0.09
H 3.496 -1.497 -3.931 0.0 0.0 0.0 0.10
H 2.543 -0.014 -4.137 0.0 0.0 0.0 0.10
F 3.815 -2.508 0.967 -0.1 -0.2 0.1 0.00
B 2.578 -3.054 1.330 0.9 -0.8 0.0 -0.59
F 2.702 -4.373 1.538 0.2 0.1 0.0 0.08
O -1.214 -1.636 0.681 -1.2 0.5 -0.9 -0.64
As -2.130 -0.755 -0.442 0.6 -0.5 0.8 1.22
C -2.519 -1.853 -1.920 -0.1 -0.2 -0.2 -0.32
C -3.293 -1.363 -2.970 -0.1 -0.2 0.0 -0.10
C -3.604 -2.202 -4.029 0.0 0.0 0.0 -0.07
C -3.149 -3.517 -4.025 0.0 0.0 0.0 -0.06
C -2.390 -3.997 -2.967 0.0 0.0 0.0 -0.06
C -2.069 -3.167 -1.899 -0.1 0.0 -0.3 -0.07
C -1.191 0.794 -1.032 0.1 0.1 0.0 -0.32
C -0.847 0.967 -2.368 0.1 0.1 0.1 -0.08
C -0.107 2.080 -2.741 0.0 0.0 0.1 -0.06
C 0.289 3.003 -1.781 0.0 0.0 -0.1 -0.07
C -0.051 2.824 -0.446 0.0 -0.1 0.0 -0.07
C -0.796 1.717 -0.064 0.1 0.1 -0.1 -0.10
C -3.738 -0.163 0.354 -0.2 0.0 0.2 -0.31
C -4.410 -1.059 1.183 -0.1 0.1 0.0 -0.08
C -5.607 -0.676 1.767 0.0 0.1 0.0 -0.06
C -6.125 0.592 1.521 0.0 0.0 0.0 -0.06
C -5.450 1.480 0.695 0.0 0.0 0.0 -0.07
C -4.247 1.106 0.108 -0.2 0.0 0.1 -0.09
H -3.673 -0.348 -2.960 0.0 0.0 0.0 0.11
H -4.206 -1.833 -4.848 0.0 0.0 0.0 0.11
H -3.396 -4.174 -4.849 0.0 0.0 0.0 0.11
H -2.048 -5.023 -2.969 0.0 0.0 0.0 0.11
H -1.478 -3.531 -1.071 0.0 0.0 0.1 0.10
H -1.126 0.231 -3.109 0.0 0.0 0.0 0.10
H 0.160 2.229 -3.779 0.0 0.0 0.0 0.11
H 0.862 3.873 -2.076 0.0 0.0 0.0 0.11
H 0.257 3.550 0.295 0.0 0.0 0.0 0.11
H -1.063 1.586 0.979 0.0 -0.1 0.0 0.12
H -4.004 -2.043 1.385 0.1 0.0 0.0 0.11
H -6.134 -1.365 2.414 0.0 0.0 0.0 0.11
H -7.060 0.888 1.980 0.0 0.0 0.0 0.11
H -5.854 2.466 0.507 0.0 0.0 0.0 0.11
H -3.722 1.806 -0.531 0.0 0.0 0.0 0.10
```
Positions in Å, forces in eV/Å.

relative energy (zero: lowest compared OMol25 entry of this formula, charge and spin) = 10.9 kcal/mol
net charge = +1
M = 599.35 g/mol
HOMO level = -9.54 eV
total energy = -124023.5817 eV
Kohn-Sham gap = 7.6 eV


[2]
The following is a DFT calculation (ωB97M-V/def2-TZVPD) of a 12-piece molecular cluster, C26H31BCl44N3O5 overall.

Geometry as XYZ:
```
110
Properties=species:S:1:pos:R:3:forces:R:3:lowdin_charge:R:1
C -1.902 1.185 -0.975 0.2 0.2 -0.2 -0.07
C -0.539 1.873 -0.754 -0.4 0.2 0.2 -0.19
N 0.469 1.104 -0.015 -0.3 -0.3 -0.3 -0.09
C 0.089 0.835 1.371 0.2 0.2 0.0 -0.13
C 0.514 1.979 2.322 -0.1 0.3 0.1 -0.09
C 1.244 1.508 3.596 -1.0 -0.9 0.0 -0.22
B 0.165 0.636 4.460 -0.1 0.4 0.9 -0.64
O 0.620 -0.210 5.457 0.3 0.3 -0.4 0.14
O -1.156 0.733 4.170 0.4 -0.4 -0.8 0.05
C -1.913 -0.503 4.161 0.0 0.0 0.4 0.00
C 2.348 0.473 3.264 0.4 0.2 -0.4 -0.14
N 3.586 0.637 4.005 -0.1 0.5 0.1 -0.02
C 3.510 1.071 5.391 -0.1 -0.6 0.3 -0.15
C 2.534 2.229 5.620 0.4 -0.4 0.4 -0.05
N 1.772 2.676 4.399 0.3 0.5 0.3 -0.10
C 2.632 3.660 3.625 -0.1 0.0 -0.6 -0.05
C 3.588 3.095 2.581 0.8 -0.4 0.3 -0.23
O 4.761 3.329 2.669 -0.4 0.1 0.0 -0.01
C 0.592 3.471 4.936 0.1 0.9 0.2 -0.14
O 1.073 4.624 5.541 -0.1 -0.3 0.1 -0.14
C 0.484 5.847 5.092 0.2 0.3 0.1 -0.04
C 1.007 0.010 -0.726 -0.3 -0.4 -0.2 -0.46
C 2.351 -0.493 -0.251 0.0 0.6 0.0 -0.02
O 0.459 -0.468 -1.699 0.4 0.5 0.2 0.05
H -2.162 1.228 -2.032 0.0 -0.1 0.1 0.03
H -1.864 0.135 -0.694 -0.1 0.0 0.0 0.08
H -2.698 1.694 -0.428 0.0 -0.1 0.1 0.07
H -0.707 2.786 -0.171 0.1 0.0 0.0 0.11
H -0.101 2.201 -1.695 0.0 -0.2 0.0 0.12
H 0.505 -0.131 1.659 0.1 0.1 0.1 0.12
H -0.996 0.727 1.441 0.0 -0.1 -0.1 0.13
H -0.394 2.505 2.618 0.0 0.0 -0.1 0.11
H 1.098 2.687 1.733 0.2 -0.1 0.0 0.12
H 0.496 0.127 6.351 -0.3 -0.5 0.2 0.04
H -2.273 -0.732 5.164 -0.1 0.1 -0.1 0.10
H -1.290 -1.337 3.834 0.0 0.1 0.0 0.10
H -2.733 -0.379 3.461 -0.1 0.1 0.1 0.10
H 1.950 -0.547 3.347 -0.2 0.1 0.1 0.14
H 2.587 0.610 2.207 0.1 -0.2 0.0 0.09
H 4.133 -0.210 3.958 0.1 0.1 -0.2 0.13
H 4.503 1.381 5.724 0.0 0.0 -0.2 0.11
H 3.218 0.245 6.051 -0.1 0.1 0.0 0.12
H 3.061 3.094 6.015 -0.2 0.1 -0.2 0.14
H 1.819 1.937 6.387 -0.1 0.0 -0.2 0.13
H 1.955 4.341 3.103 0.0 0.0 0.1 0.13
H 3.256 4.229 4.308 -0.2 0.0 0.1 0.13
H 3.199 2.517 1.736 -0.2 0.1 -0.1 0.12
H -0.069 3.717 4.106 0.0 -0.2 0.0 0.14
H 0.100 2.873 5.704 -0.1 -0.3 -0.3 0.16
H 0.683 6.590 5.863 0.0 -0.1 0.0 0.10
H -0.596 5.756 4.981 0.0 -0.1 -0.1 0.10
H 0.955 6.192 4.167 -0.1 -0.1 -0.1 0.08
H 2.959 0.369 0.033 0.0 -0.1 0.1 0.08
H 2.259 -1.158 0.608 0.1 -0.2 -0.1 0.06
H 2.843 -0.984 -1.084 -0.1 -0.3 0.1 0.06
C -2.392 0.524 -5.203 0.0 -0.1 0.1 -2.02
Cl -1.971 2.235 -5.037 0.0 0.0 0.0 0.53
Cl -3.971 0.231 -4.471 0.0 0.1 0.1 0.51
Cl -2.449 0.106 -6.915 -0.1 0.2 0.1 0.51
Cl -1.184 -0.449 -4.345 -0.1 0.2 0.0 0.53
C -6.526 -2.710 -5.798 0.0 0.0 0.0 -2.03
Cl -5.323 -1.903 -6.811 0.0 -0.1 0.0 0.49
Cl -6.914 -1.675 -4.413 0.1 -0.2 0.0 0.49
Cl -7.977 -3.003 -6.746 -0.2 0.1 0.2 0.51
Cl -5.874 -4.247 -5.222 0.0 0.0 0.0 0.54
C -0.324 -1.802 9.178 0.0 -0.1 -0.1 -2.03
Cl -2.000 -2.309 9.017 0.0 0.0 0.0 0.56
Cl -0.208 -0.051 8.857 0.0 0.2 0.0 0.53
Cl 0.258 -2.128 10.800 0.0 0.0 0.0 0.57
Cl 0.678 -2.643 7.990 -0.2 0.1 0.0 0.50
C 3.624 -4.546 -0.774 0.0 0.0 0.0 -2.05
Cl 4.147 -3.714 0.706 0.0 0.0 0.0 0.50
Cl 2.203 -3.729 -1.429 0.0 -0.1 0.0 0.56
Cl 4.929 -4.498 -1.955 0.0 0.0 0.0 0.54
Cl 3.225 -6.218 -0.389 0.0 0.0 0.0 0.54
C 8.554 1.876 3.069 0.1 0.0 0.0 -2.05
Cl 8.624 3.642 3.017 0.0 0.0 0.1 0.52
Cl 6.993 1.365 3.729 0.0 0.0 0.0 0.52
Cl 8.728 1.234 1.436 0.0 0.0 0.0 0.54
Cl 9.854 1.268 4.091 0.0 0.0 0.0 0.54
C -7.051 -5.637 -10.127 0.0 0.0 0.0 -2.04
Cl -7.804 -6.797 -9.029 0.0 0.0 0.0 0.53
Cl -8.306 -4.900 -11.139 0.0 0.0 0.2 0.50
Cl -6.259 -4.373 -9.187 0.2 -0.1 -0.2 0.50
Cl -5.866 -6.465 -11.134 0.0 0.0 0.0 0.53
C -7.082 -6.078 -15.735 0.0 0.0 0.0 -2.06
Cl -7.680 -5.565 -14.154 0.0 0.0 -0.2 0.48
Cl -5.545 -5.273 -16.069 0.0 0.0 0.0 0.52
Cl -6.840 -7.827 -15.728 0.0 0.0 0.0 0.52
Cl -8.255 -5.650 -16.983 0.0 0.0 0.0 0.53
C 4.612 -5.214 7.256 0.0 0.0 0.0 -2.06
Cl 4.518 -6.943 7.568 0.0 0.0 0.0 0.55
Cl 3.051 -4.460 7.630 0.2 -0.2 0.0 0.47
Cl 5.860 -4.491 8.271 0.0 0.0 0.0 0.53
Cl 4.999 -4.937 5.554 0.0 0.0 0.0 0.51
C 4.991 6.754 1.347 0.1 0.0 -0.1 -2.04
Cl 6.310 5.629 1.628 0.0 0.2 -0.1 0.55
Cl 4.049 6.226 -0.053 0.0 0.0 0.0 0.53
Cl 3.924 6.789 2.776 0.0 0.0 0.1 0.53
Cl 5.613 8.375 1.070 0.0 0.0 0.0 0.56
C -10.066 0.793 -6.098 0.0 0.0 0.0 -2.06
Cl -10.790 -0.729 -5.574 0.0 0.0 0.0 0.52
Cl -11.221 2.106 -5.845 0.0 0.0 0.0 0.53
Cl -8.604 1.105 -5.154 -0.1 0.2 0.0 0.49
Cl -9.645 0.694 -7.808 0.0 0.0 0.0 0.53
C 0.658 -2.520 -8.268 0.0 0.0 0.0 -2.05
Cl -0.003 -1.936 -6.740 0.4 -0.3 -0.2 0.47
Cl 2.224 -1.760 -8.564 0.0 0.0 0.0 0.53
Cl 0.855 -4.273 -8.205 0.0 0.0 0.0 0.53
Cl -0.456 -2.101 -9.577 0.0 0.0 0.0 0.52
```
Positions in Å, forces in eV/Å.

net charge = +1
M = 2036.29 g/mol
HOMO level = -11.70 eV
total energy = -593825.9913 eV
Kohn-Sham gap = 9.3 eV


[3]
The following is a DFT calculation (ωB97M-V/def2-TZVPD) of C26H31BrCuN5O5 as an isolated structure.

Geometry as XYZ:
```
69
Properties=species:S:1:pos:R:3:forces:R:3:lowdin_charge:R:1
Cu 0.553 -0.643 0.787 -0.3 0.1 0.2 0.31
N 1.480 1.264 0.664 0.0 -0.2 0.1 0.06
C 1.622 1.711 -0.716 0.0 -0.1 -0.1 -0.28
C 1.568 3.230 -0.878 0.1 0.1 0.0 -0.14
C 0.293 3.754 -0.223 0.0 0.2 -0.1 -0.19
C -0.297 5.028 -0.812 -0.1 0.0 -0.1 -0.13
N -0.397 5.016 -2.291 -0.1 -0.1 0.1 0.09
C -0.862 3.973 -2.977 -0.2 -0.3 0.7 -0.45
N -1.737 3.102 -2.439 0.0 0.7 0.0 0.22
N -0.513 3.812 -4.253 0.0 0.0 -0.4 0.20
C 0.534 1.067 -1.628 0.2 -0.1 0.2 -0.62
O 0.406 1.578 -2.769 0.0 -0.2 -0.1 -0.07
O -0.129 0.111 -1.172 -0.1 0.1 -0.2 -0.03
H 0.708 1.737 1.142 0.0 0.1 0.0 0.05
H 2.332 1.368 1.198 0.1 0.1 -0.1 0.10
H 2.573 1.341 -1.107 0.0 0.0 0.0 0.15
H 1.589 3.428 -1.950 0.0 0.1 0.0 0.10
H 2.450 3.703 -0.434 0.0 0.0 0.0 0.12
H 0.457 3.936 0.840 -0.1 0.0 0.0 0.12
H -0.462 2.968 -0.235 0.1 0.1 0.1 0.08
H 0.299 5.904 -0.559 0.1 0.0 -0.1 0.12
H -1.287 5.199 -0.386 0.0 0.1 0.0 0.12
H 0.228 5.624 -2.792 0.0 0.0 0.0 0.15
H -1.968 3.243 -1.468 0.0 0.0 0.0 0.12
H -1.516 2.135 -2.654 0.1 -0.3 -0.1 0.11
H 0.343 4.242 -4.557 0.1 -0.1 0.0 0.12
H -0.676 2.892 -4.633 0.0 0.0 0.0 0.12
C -1.585 -4.859 0.222 0.0 0.0 0.0 -0.07
C -0.257 -4.879 0.617 0.0 0.0 0.0 -0.06
C 0.336 -3.687 0.994 0.0 0.0 0.1 -0.12
N -0.305 -2.517 0.989 0.2 0.0 -0.2 0.04
C -1.591 -2.507 0.628 0.0 0.0 0.0 -0.10
C -2.266 -3.652 0.238 0.0 0.0 0.0 -0.05
H -2.082 -5.770 -0.087 0.0 0.0 0.0 0.11
H 0.313 -5.799 0.627 0.0 0.0 0.0 0.10
H 1.366 -3.664 1.334 0.0 0.0 -0.1 0.11
H -2.072 -1.538 0.658 0.0 0.0 0.0 0.11
H -3.308 -3.593 -0.048 0.0 0.0 0.0 0.11
Br -1.994 4.275 3.683 0.1 0.0 0.0 0.75
C -2.820 2.603 4.072 0.0 0.0 0.0 -0.59
C -3.812 2.664 5.045 0.0 0.0 0.0 -0.16
C -4.488 1.517 5.426 0.0 0.0 0.0 -0.09
C -4.161 0.304 4.839 0.0 0.0 0.0 -0.08
C -3.157 0.256 3.887 -0.1 0.0 0.1 -0.03
C -2.467 1.396 3.473 0.1 0.0 0.0 -0.14
C -1.387 1.199 2.401 -0.1 -0.1 0.0 -0.60
O -1.010 2.199 1.756 -0.1 -0.1 0.2 -0.10
O -0.983 0.019 2.260 -0.2 0.2 0.1 -0.05
H -4.048 3.615 5.501 0.0 0.0 0.0 0.09
H -5.260 1.574 6.183 0.0 0.0 0.0 0.10
H -4.681 -0.601 5.129 0.0 0.0 0.0 0.10
H -2.866 -0.681 3.435 0.0 0.0 0.0 0.11
C 4.252 -3.056 0.643 0.0 0.0 0.0 -0.01
C 3.173 -2.399 -0.188 0.1 -0.1 0.1 -0.40
O 2.714 -1.327 0.159 0.3 -0.1 -0.2 0.04
C 2.690 -3.093 -1.415 0.0 0.0 -0.1 -0.16
C 3.278 -4.272 -1.873 0.0 0.0 0.0 -0.04
C 2.787 -4.905 -3.004 0.0 0.0 0.0 -0.08
C 1.700 -4.369 -3.683 0.0 0.0 0.0 -0.08
C 1.112 -3.193 -3.234 0.0 0.0 0.0 -0.06
C 1.606 -2.554 -2.109 0.0 0.1 0.1 0.00
H 4.355 -2.513 1.579 0.0 0.0 0.0 0.09
H 5.200 -3.012 0.102 0.0 0.0 0.0 0.09
H 4.032 -4.105 0.843 0.0 0.0 0.0 0.08
H 4.122 -4.705 -1.352 0.0 0.0 0.0 0.10
H 3.254 -5.815 -3.358 0.0 0.0 0.0 0.10
H 1.311 -4.871 -4.560 0.0 0.0 0.0 0.10
H 0.265 -2.766 -3.757 0.0 0.0 0.0 0.11
H 1.146 -1.639 -1.753 0.0 0.0 0.0 0.09
```
Positions in Å, forces in eV/Å.

relative energy (zero: lowest compared OMol25 entry of this formula, charge and spin) = 41.7 kcal/mol
M = 637.01 g/mol
HOMO level = -6.22 eV
total energy = -159837.7024 eV
Kohn-Sham gap = 6.5 eV